# 1
This record from OMol25 describes a structure of composition C43H57GeN5O6Rb. The level of theory is ωB97M-V/def2-TZVPD.

The geometry in ORCA input format:
```
! RIJCOSX wB97M-V def2-TZVPD def2/J DEFGRID3
* xyz 0 2
Rb -1.18585 0.26075 -0.04965
C -3.99454 3.09089 -3.24389
C -2.63725 2.53638 -2.82085
C -1.61609 3.67026 -2.78024
C -2.18777 1.46535 -3.81342
O -2.65027 1.95928 -1.52478
Ge -4.19781 1.39129 -0.60168
O -3.71951 -0.43084 -0.79651
C -4.69762 -1.45149 -0.61180
C -5.01175 -1.60451 0.87455
C -4.06347 -2.73236 -1.14531
C -5.97789 -1.15801 -1.39085
O -3.32801 1.50311 1.07707
C -3.26744 2.68020 1.86628
C -4.41001 3.64806 1.57860
C -1.92754 3.36963 1.59024
C -3.32637 2.22670 3.32219
H -3.90972 3.56338 -4.22531
H -4.74938 2.30718 -3.31024
H -4.35336 3.83598 -2.53208
H -1.50910 4.15253 -3.75482
H -1.92095 4.42313 -2.05106
H -0.64002 3.28209 -2.47926
H -2.12427 1.86052 -4.83039
H -1.20647 1.07849 -3.53087
H -2.89191 0.63094 -3.80885
H -4.13697 -1.96287 1.41915
H -5.30449 -0.64314 1.29934
H -5.82470 -2.31656 1.03631
H -3.12067 -2.91435 -0.62502
H -4.71008 -3.59968 -0.99171
H -3.86458 -2.63703 -2.21471
H -6.53229 -0.32004 -0.97014
H -5.74185 -0.91601 -2.42899
H -6.62865 -2.03553 -1.37909
H -4.35669 4.04618 0.56414
H -5.37662 3.15628 1.69185
H -4.36331 4.48983 2.27341
H -1.83786 3.58612 0.52409
H -1.82367 4.30226 2.15143
H -1.10206 2.71249 1.88231
H -4.27097 1.71705 3.51655
H -2.50886 1.52722 3.51509
H -3.22928 3.06590 4.01508
N -2.12782 -1.68107 3.28231
C -1.25808 -2.67251 3.63174
C -0.92235 -3.01025 4.92076
C -0.02710 -4.07191 5.17535
C 0.54375 -4.78804 4.16383
C 0.23329 -4.45146 2.82074
C 0.80848 -5.10534 1.70445
C 0.49703 -4.69257 0.44439
C -0.39320 -3.60692 0.28438
N -0.95330 -2.98226 1.28539
C -0.66208 -3.40523 2.54793
H -2.35900 -0.94309 3.92326
H -2.11833 -1.47495 2.29931
H -1.36061 -2.46437 5.74680
H 0.20852 -4.31622 6.20338
H 1.23657 -5.59487 4.36228
H 1.50157 -5.92168 1.87046
H 0.92558 -5.16672 -0.42770
H -0.62983 -3.25208 -0.71413
C 7.37293 0.21023 2.25484
O 6.20233 0.05312 1.47243
C 6.18144 0.63935 0.23988
C 7.24291 1.31750 -0.33194
C 7.10010 1.89839 -1.59078
C 5.89399 1.81327 -2.25549
C 4.82044 1.14073 -1.67798
C 4.95673 0.52554 -0.44397
N 3.93207 -0.16435 0.21685
C 2.72666 -0.57161 -0.31705
N 2.81120 -1.06785 -1.58927
C 1.73949 -1.40455 -2.41174
C 0.41082 -1.38358 -2.07964
C -0.64726 -1.69939 -2.89334
C -0.32905 -2.09197 -4.19088
C 0.99926 -2.14996 -4.60045
C 2.02054 -1.80397 -3.72995
O 3.35512 -1.86512 -4.05889
C 3.69837 -1.48191 -5.38588
N 1.61111 -0.54459 0.31043
C 1.57333 0.13222 1.55304
C 1.29075 -0.55601 2.71973
C 1.17446 0.10259 3.94018
C 1.34078 1.47318 3.99013
C 1.61865 2.19135 2.82903
C 1.72785 1.53122 1.61383
O 1.95250 2.15063 0.41948
C 2.18377 3.54720 0.43506
H 7.16694 -0.26832 3.20756
H 7.59692 1.26728 2.41510
H 8.22634 -0.27713 1.77759
H 8.18372 1.39729 0.19139
H 7.93553 2.42223 -2.03379
H 5.76667 2.28091 -3.22215
H 3.86744 1.11071 -2.18765
H 3.97650 -0.14948 1.22485
H 3.72626 -1.22306 -1.98185
H -1.67685 -1.63935 -2.55876
H -1.12073 -2.35127 -4.88157
H 1.24185 -2.46434 -5.60488
H 3.42535 -2.25731 -6.10336
H 4.77718 -1.35040 -5.39834
H 3.20386 -0.54528 -5.65063
H 1.16843 -1.62786 2.65811
H 0.94974 -0.46344 4.83337
H 1.24853 2.00333 4.92881
H 1.73365 3.26414 2.87933
H 2.41035 3.82728 -0.59002
H 3.03077 3.79766 1.07847
H 1.29514 4.08922 0.76970
*
```

**Expectation value of S²**: 0.759
**Highest occupied orbital energy (spin up / spin down)**: -6.593 / -6.592 eV
**DFT total energy**: -4499.00156 a.u.
**Kohn-Sham gap (spin up / spin down)**: 6.84 / 6.19 eV
**LUMO (spin up / spin down)**: 0.243 / -0.398 eV

Here are the Löwdin charges for atoms 1 to 5, given in e: atom 1 (Rb): 0.91, atom 2 (C): -0.08, atom 3 (C): -0.72, atom 4 (C): -0.04, atom 5 (C): -0.03



# 2
This record from OMol25 describes a structure of composition C43H58AsO2P2SSi3V. The level of theory is ωB97M-V/def2-TZVPD.

The geometry in ORCA input format:
```
! RIJCOSX wB97M-V def2-TZVPD def2/J DEFGRID3
* xyz -1 2
V 0.60328 -0.22319 1.06048
O 1.94002 -1.87695 1.04290
C 1.65399 -1.85754 -0.19979
O 1.70546 -0.79076 -0.86315
C 0.99706 -3.08105 -0.75613
C 1.66668 -4.15831 -1.30651
C 0.95737 -5.27529 -1.73525
C -0.42203 -5.30055 -1.58784
C -1.09491 -4.22021 -1.03209
C -0.40388 -3.08079 -0.61610
S -1.24158 -1.68895 0.06505
H 2.74636 -4.12804 -1.39857
H 1.47841 -6.11839 -2.17152
H -0.98377 -6.17005 -1.90969
H -2.17263 -4.24451 -0.92037
C 1.92461 0.11153 4.32278
C 0.49016 -0.30729 4.67352
P -0.39921 -0.94455 3.16705
C -0.28986 -2.76613 3.36094
C -1.34197 -3.58851 2.96193
C -1.20289 -4.96853 2.97880
C -0.01097 -5.54705 3.39130
C 1.04337 -4.73692 3.78611
C 0.90527 -3.35638 3.76227
C -2.14672 -0.64265 3.62627
C -2.93538 0.10378 2.75634
C -4.25900 0.38837 3.07314
C -4.79924 -0.06996 4.26458
C -4.01909 -0.81775 5.13943
C -2.70196 -1.10635 4.81835
P 1.86795 0.98646 2.69483
C 1.27357 2.63250 3.27282
C -0.10514 2.84139 3.27849
C -0.64232 4.01944 3.77545
C 0.19619 5.01603 4.25723
C 1.56986 4.82586 4.24083
C 2.10546 3.63952 3.75410
C 3.62684 1.29064 2.30340
C 4.65110 1.38104 3.24291
C 5.96443 1.57913 2.83751
C 6.26443 1.68700 1.48607
C 5.25225 1.58360 0.54201
C 3.94152 1.37534 0.94686
H 2.56774 -0.75892 4.17127
H 2.35496 0.72484 5.11868
H -0.06843 0.57353 5.00161
H 0.46631 -1.03604 5.48638
H -2.26372 -3.14536 2.60777
H -2.02442 -5.59363 2.65058
H 0.09913 -6.62458 3.39023
H 1.98486 -5.17693 4.09099
H 1.75374 -2.73919 4.03045
H -2.50554 0.45330 1.82367
H -4.86671 0.96215 2.38466
H -5.83060 0.14934 4.51297
H -4.44331 -1.18022 6.06795
H -2.10073 -1.70746 5.49145
H -0.74561 2.07109 2.86100
H -1.71539 4.16646 3.77132
H -0.21936 5.94250 4.63464
H 2.22916 5.60550 4.60347
H 3.18008 3.50810 3.73582
H 4.42989 1.29359 4.30054
H 6.75382 1.64454 3.57663
H 7.28922 1.83931 1.16981
H 5.48293 1.64779 -0.51409
H 3.15073 1.25313 0.21372
C 0.32467 1.70480 0.20787
H 0.66115 2.64996 0.64793
H -0.77970 1.74288 0.18057
H 0.65823 1.67949 -0.83507
C -2.83622 -0.29525 -5.98319
Si -2.43965 -0.72333 -4.18871
C -1.86110 -2.50583 -4.16413
C -3.99716 -0.58479 -3.14792
As -0.87019 0.60479 -3.07976
Si 1.12863 0.45336 -4.29524
C 1.02359 1.18998 -6.03074
C 1.60265 -1.35414 -4.40839
C 2.46727 1.34659 -3.33407
Si -1.57669 2.80704 -3.43605
C -2.85864 3.16534 -2.11000
C -0.11410 3.95277 -3.15903
C -2.33188 3.22887 -5.11332
H -3.50212 -1.04604 -6.41975
H -1.92058 -0.27100 -6.57854
H -3.31574 0.67969 -6.07634
H -2.71907 -3.16700 -4.32135
H -1.40045 -2.76669 -3.21016
H -1.13582 -2.70476 -4.95591
H -4.77557 -1.26551 -3.50430
H -4.40194 0.43017 -3.15995
H -3.75539 -0.84053 -2.11259
H 0.26855 0.67753 -6.63122
H 1.98437 1.11040 -6.54902
H 0.75140 2.24768 -5.98722
H 0.94932 -1.93149 -5.06473
H 1.55463 -1.79024 -3.40634
H 2.62842 -1.45277 -4.77589
H 2.29591 2.41956 -3.24539
H 3.43534 1.19294 -3.82259
H 2.51283 0.90990 -2.33526
H -2.40545 3.02968 -1.12563
H -3.71032 2.48516 -2.18143
H -3.23241 4.19082 -2.18496
H 0.38027 3.70964 -2.21555
H -0.45066 4.99268 -3.11263
H 0.61878 3.87148 -3.96505
H -3.32592 2.79066 -5.22310
H -1.71048 2.85481 -5.92982
H -2.43058 4.31289 -5.22432
*
```

**Expectation value of S²**: 0.778
**Highest occupied orbital energy (spin up / spin down)**: -3.501 / -2.788 eV
**DFT total energy**: -6953.17840 a.u.
**Kohn-Sham gap (spin up / spin down)**: 6.04 / 5.33 eV
**LUMO (spin up / spin down)**: 2.543 / 2.544 eV

Here are the Löwdin charges for atoms 1 to 5, given in e: atom 1 (V): 0.21, atom 2 (O): -0.09, atom 3 (C): -0.68, atom 4 (O): -0.07, atom 5 (C): -0.17



> Which of these has the highest DFT total energy?

C43H57GeN5O6Rb



> Which of these has the lowest expectation value of S²?

C43H57GeN5O6Rb



> Among the records above, which one has the lowest expectation value of S²?

C43H57GeN5O6Rb



> DFT total energy of number 1 (C43H57GeN5O6Rb)?

-4499.00156 a.u.